Entry from OMol25: C27H28MoN2O5Te as an isolated structure (the ωB97M-V functional and the def2-TZVPD basis).

XYZ file:
```
64
Properties=species:S:1:pos:R:3:forces:R:3:mulliken_charge:R:1
Te -1.300772 -0.157511 -1.772504 0.0 0.0 0.0 0.534
Mo -0.351274 -1.446397 1.751679 0.1 -0.2 -0.2 0.518
O -2.110236 -1.479965 0.823365 0.1 0.0 0.0 -0.206
O 1.431392 -4.241385 4.104438 0.0 0.0 0.0 -0.575
O 0.106557 2.087781 3.078688 0.0 0.0 0.0 -0.411
O 1.001400 -2.728259 2.494026 -0.1 0.1 -0.1 -0.312
O -4.316030 -1.900025 1.033646 0.0 0.0 0.0 -0.567
N -0.355916 -0.110530 2.785174 -0.1 0.0 0.1 -0.120
N -1.465405 -2.933248 2.718561 0.0 0.0 0.1 0.065
C 0.788781 -2.561356 -0.609106 -0.1 -0.1 0.0 -1.175
C 1.145617 4.158600 -5.845224 0.0 0.0 0.0 -1.515
C 1.713148 -0.088800 -3.289715 0.0 0.0 0.0 -1.124
C -0.697382 3.283143 -4.368469 0.0 0.0 0.0 -0.969
C -0.037081 2.483575 -0.134513 0.0 0.0 0.0 -2.262
C 1.136853 -1.176137 -0.093004 0.0 -0.1 0.0 -0.299
C -1.237804 2.355111 -3.481743 0.0 0.0 0.0 1.089
C -1.544752 -4.687071 4.275130 0.0 0.0 0.0 -0.753
C 1.331139 2.044785 -4.498873 0.0 0.0 0.0 -1.000
C 4.170802 0.420241 1.578176 0.0 0.0 0.0 -1.772
C -2.775395 -2.986840 2.500725 0.0 0.0 0.0 0.478
C -1.269996 1.023151 4.752680 0.0 0.0 0.0 -1.188
C -3.560422 -3.879835 3.199572 0.0 0.0 0.0 -0.786
C 2.363335 -1.006827 0.573503 0.1 0.0 0.0 -0.100
C 0.666688 -3.610311 3.441616 0.1 0.0 0.0 0.237
C -2.928145 -4.722505 4.111434 0.0 0.0 0.0 -0.221
C 0.583306 3.151884 -4.882071 0.0 0.0 0.0 0.485
C -2.649160 2.569070 -3.002902 0.0 -0.1 0.0 -1.815
C 2.014752 1.346226 0.658061 0.0 0.0 0.0 -0.449
C 2.832059 0.249210 0.923850 0.0 0.0 0.0 0.079
C 0.769513 1.235015 0.056478 0.0 0.0 0.0 1.578
C 0.321252 -0.044248 -0.370273 -0.1 0.1 0.0 0.227
C 0.834667 1.085060 -3.626401 0.0 0.0 0.0 1.262
C -0.832088 -3.764735 3.537427 -0.1 -0.1 0.1 0.575
C -0.453891 1.125466 3.504736 0.1 0.0 0.0 0.650
C -3.187321 -2.054259 1.380955 -0.1 -0.1 0.1 0.337
C -0.456927 1.254973 -3.103328 0.0 0.0 -0.1 -0.177
H 1.485039 -3.302491 -0.222879 0.0 0.0 0.0 0.467
H 2.150702 0.002178 -2.292257 0.0 0.0 0.0 0.135
H -3.332803 1.858786 -3.475361 0.0 0.0 0.0 0.364
H 2.947515 -1.886750 0.812849 0.0 0.0 0.0 0.496
H 0.810124 -2.572735 -1.699989 0.0 0.1 0.0 0.310
H -1.299775 4.135969 -4.659392 0.0 0.0 0.0 0.328
H -2.745275 2.433055 -1.925544 0.0 0.0 0.0 0.313
H 2.156426 4.451759 -5.560867 0.0 0.0 0.0 0.366
H 4.940663 0.592377 0.823323 0.0 0.0 0.0 0.310
H 2.534684 -0.159236 -4.000458 0.0 0.0 0.0 0.515
H 4.172082 1.276787 2.250531 0.0 0.0 0.0 0.423
H -0.793814 0.318050 5.436227 0.0 0.0 0.0 0.333
H -3.513821 -5.435570 4.675965 0.0 0.0 0.0 0.466
H 0.527889 5.053991 -5.888418 0.0 0.0 0.0 0.369
H 4.451130 -0.468513 2.141388 0.0 0.0 0.0 0.446
H -0.234551 -2.903181 -0.371554 0.1 0.1 0.0 0.292
H -2.989476 3.570363 -3.257918 0.0 0.0 0.0 0.387
H 2.330866 1.918528 -4.900098 0.0 0.0 0.0 0.407
H 1.198369 3.738621 -6.851308 0.0 0.0 0.0 0.326
H -1.333943 2.002317 5.218146 0.0 0.0 0.0 0.341
H 2.345629 2.330663 0.967866 0.0 0.0 0.0 0.415
H 0.217545 3.210881 0.633457 0.0 0.0 0.0 0.552
H -1.022379 -5.363767 4.936583 0.0 0.0 0.0 0.544
H -1.106646 2.277992 -0.087503 0.0 0.0 0.0 0.291
H 0.164031 2.921662 -1.114527 0.0 0.0 0.0 0.464
H -4.624408 -3.918524 3.013419 0.0 0.0 0.0 0.557
H -2.266189 0.646354 4.519308 0.0 0.0 0.0 0.315
H 1.149125 -1.022643 -3.326782 0.0 0.0 0.0 0.151
```
Positions in Å, forces in eV/Å.

The largest force on an atom comes out at 0.246 eV Å⁻¹. For the frontier orbital gap (alpha / beta), the calculation gives 5.958 / 5.892 eV. Its expectation value of S² is 0.763. As for the LUMO energy (alpha / beta): -4.5 / -4.5 eV. The net charge is +1. As for the spin multiplicity: 2.

=====

Entry from OMol25: C27H28MoN6O3P as an isolated structure at a distorted geometry (the ωB97M-V functional and the def2-TZVPD basis).

XYZ file:
```
66
Properties=species:S:1:pos:R:3:forces:R:3:mulliken_charge:R:1
Mo -0.748966 0.166144 -0.277436 -0.4 0.4 -1.0 0.186
P 1.655870 0.894354 -0.538258 0.4 -0.2 0.3 1.110
O 2.733780 -0.212774 -0.284614 0.0 -0.2 0.0 -0.282
O 2.214567 1.693648 -1.737668 -0.2 -0.1 -0.5 -0.362
O 1.583530 1.896535 0.649895 0.0 0.2 0.3 -0.033
N -1.651163 1.967626 -0.116817 0.1 0.2 0.4 0.330
N -1.025295 -2.238220 1.980420 0.0 -0.1 -0.2 -0.362
N -0.824647 0.118123 1.655322 -0.1 0.1 0.7 0.373
N -1.867291 -1.567857 -0.214591 -0.1 -0.4 0.2 -0.115
N -0.736538 0.191135 -2.591337 0.1 -0.2 0.0 0.075
N -0.964562 2.441320 2.178095 0.0 0.2 -0.3 -0.393
C -0.783747 1.224623 2.529188 0.0 -0.4 -0.1 0.178
C 0.233656 -0.784558 -3.126623 -0.1 0.0 0.1 0.058
C -2.686367 3.753008 -1.340995 -0.1 0.2 0.0 -0.905
C -0.561853 0.717183 3.880131 0.0 0.1 -0.1 0.062
C -0.428352 -1.451082 4.956007 0.0 -0.2 0.1 -0.249
C -2.365835 2.444477 -1.196490 0.2 -0.1 0.2 -0.254
C 2.696121 2.745014 1.104804 0.0 0.0 0.0 -0.750
C -2.492873 -4.237247 -0.660973 0.0 -0.1 0.0 -0.437
C 1.984944 -2.692011 -4.098935 0.0 0.0 -0.1 -0.705
C -0.570968 -0.678469 3.822928 0.1 0.0 -0.1 0.108
C -0.248177 0.614440 6.220235 0.0 0.0 0.1 -0.681
C -2.275436 4.665078 -0.351197 0.0 0.1 0.0 -0.328
C 1.631819 -1.598619 -4.886624 0.1 0.0 0.0 -0.670
C -0.257207 -0.777542 6.162868 0.0 0.0 0.0 -0.681
C -1.797630 -3.866813 0.464082 0.0 -0.1 0.1 -0.499
C 0.755796 -0.637327 -4.400766 0.0 0.1 -0.1 -0.723
C -0.809388 -1.064597 2.436973 0.0 0.3 -0.1 -0.196
C 1.455024 -2.833972 -2.825784 0.0 0.0 0.0 -0.962
C -1.387281 2.831484 0.940456 -0.1 -0.3 -0.1 0.427
C -2.955234 -3.247615 -1.540816 -0.1 -0.2 0.0 -0.893
C -1.651905 4.197428 0.774624 0.0 0.1 0.1 -0.627
C 0.564236 -1.880883 -2.345744 0.1 0.1 0.0 0.448
C 2.621316 -1.222949 0.751004 0.1 0.0 0.1 -0.507
C -2.617569 -1.955293 -1.297808 0.2 0.2 0.3 -0.390
C -0.409648 1.388843 5.073479 0.0 0.1 0.1 -0.174
C -1.529810 -2.521895 0.731373 -0.1 0.3 -0.1 0.447
C 3.249137 1.297810 -2.706458 0.1 0.0 0.1 -0.662
H 3.264365 -2.045455 0.462048 0.1 0.0 -0.1 0.334
H -2.682469 1.713456 -1.923515 0.0 -0.1 0.0 0.518
H -0.490389 1.118285 -2.933300 0.1 0.1 0.0 0.532
H 3.473023 0.239366 -2.612713 -0.1 0.0 0.0 0.327
H -0.453898 -2.532840 4.910813 0.0 0.1 0.0 0.573
H -3.572132 -3.491025 -2.395063 0.0 0.0 0.0 0.506
H -2.492227 5.721662 -0.458194 0.0 -0.1 0.0 0.497
H -1.627917 -0.011764 -3.038378 -0.1 0.0 0.0 0.376
H 2.866551 1.534128 -3.689993 -0.1 0.0 -0.1 0.271
H 0.094484 -2.045518 -1.379577 0.1 -0.1 0.0 0.316
H 3.270628 3.090363 0.250643 0.0 0.0 0.0 0.308
H 2.949508 -0.810858 1.701650 0.0 0.1 0.0 0.285
H 2.034251 -1.496353 -5.887777 0.0 0.0 0.1 0.466
H -1.397629 4.843487 1.604133 0.0 0.0 0.0 0.566
H -0.135993 -1.345404 7.076081 0.0 0.0 0.0 0.461
H 0.474230 0.210335 -5.019361 0.0 -0.1 0.0 0.523
H -0.120917 1.103150 7.177570 0.0 0.0 0.0 0.457
H -0.420991 2.470159 5.120785 0.0 0.0 0.0 0.575
H 4.126804 1.896483 -2.487029 0.0 0.0 0.0 0.303
H -1.485008 -4.585179 1.209430 0.0 0.0 0.0 0.562
H 2.661207 -3.442885 -4.487161 0.0 0.0 0.0 0.473
H -2.959786 -1.164686 -1.948867 0.0 0.0 0.0 0.580
H 1.596414 -1.587732 0.843735 -0.1 0.0 -0.1 0.117
H -2.717084 -5.281745 -0.845563 0.0 0.1 0.0 0.508
H -3.255900 4.072213 -2.203361 0.0 0.0 0.0 0.481
H 1.708618 -3.696861 -2.221692 0.0 0.1 0.0 0.530
H 3.314828 2.164635 1.780742 0.0 0.0 0.0 0.300
H 2.245383 3.582055 1.621979 -0.1 0.0 0.0 0.293
```
Positions in Å, forces in eV/Å.

The largest force on an atom comes out at 1.118 eV Å⁻¹. For the frontier orbital gap (alpha / beta), the calculation gives 6.018 / 6.419 eV. Its expectation value of S² is 2.033. As for the LUMO energy (alpha / beta): -11.1 / -10.7 eV. The net charge is +3. As for the spin multiplicity: 3.

=====

Entry from OMol25: C27H28N2ReSi as an isolated structure at a distorted geometry (the ωB97M-V functional and the def2-TZVPD basis).

XYZ file:
```
59
Properties=species:S:1:pos:R:3:forces:R:3:mulliken_charge:R:1
Re 0.168176 0.331081 1.266982 -5.3 1.8 -2.2 0.758
Si 0.625996 0.271905 -1.926175 1.6 0.4 -1.0 -0.692
N -1.576343 -0.990996 0.739724 0.0 -1.1 -0.6 -0.391
N -1.562162 0.836859 2.606657 -0.2 0.2 0.8 -0.213
C 2.172080 0.889665 1.631722 1.2 0.1 1.1 -0.784
C 1.413356 0.926425 2.851636 2.0 -0.6 0.5 -0.527
C 2.334480 0.997969 -1.791765 0.1 -0.2 0.9 1.112
C -2.621913 1.867774 4.503310 0.1 0.1 0.1 -0.931
C 1.364090 -1.248219 2.032312 1.1 -1.2 1.2 -0.949
C 3.405139 0.260630 -2.306711 0.2 0.3 0.0 -0.306
C 0.330261 -4.238922 -2.960454 0.2 0.1 -0.2 -0.459
C -3.879142 1.642131 3.979078 0.2 0.2 0.2 -0.526
C 2.545892 2.325177 -1.362895 0.4 -0.1 -0.3 -0.753
C 4.848695 2.212059 -2.137568 -0.2 -0.2 -0.1 -0.548
C -5.234504 -0.187901 0.991133 -0.2 0.3 0.2 -0.804
C 0.911232 -0.404010 3.091692 1.7 -0.5 1.2 -0.508
C -1.484357 1.479023 3.784237 -0.3 -0.2 -0.7 0.090
C 1.331165 -3.820234 -2.076370 0.1 0.0 0.2 -1.085
C -5.217290 0.605152 2.125253 -0.2 -0.2 -0.2 -0.838
C 3.790984 2.931282 -1.559306 -0.2 -0.1 0.0 -0.460
C 1.445252 -2.475041 -1.718441 -0.2 -0.3 -0.3 0.443
C -0.115348 1.356599 -3.227391 -1.0 -0.1 0.5 -1.207
C 4.653224 0.871449 -2.486162 -0.1 0.0 0.0 -0.673
C -0.518331 -1.968499 -3.041479 0.5 -0.3 -0.1 -0.615
C -0.607426 -3.308346 -3.418133 -0.2 -0.2 -0.1 -0.677
C -4.047661 -0.742613 0.460223 0.6 0.4 0.4 -0.556
C 0.590705 -1.524898 -2.295524 -0.9 -0.4 0.5 0.575
C -2.798344 0.496632 2.126782 -0.4 0.3 0.8 0.580
C -2.849305 -0.415626 1.064312 -0.9 0.1 -0.4 0.425
C 2.113176 -0.447998 1.119159 1.6 -0.2 0.1 0.002
C -3.995711 0.956536 2.751910 0.4 -0.5 -0.6 0.445
H 2.187227 -2.163820 -0.976762 0.0 -0.3 -0.6 0.284
H 1.315634 1.792742 3.482154 -0.1 0.1 -0.1 0.578
H -6.182253 -0.410299 0.505698 0.2 0.0 0.2 0.412
H -0.070689 0.081400 -0.570586 -0.3 0.7 -0.2 0.668
H -1.411476 -1.808287 1.331868 -0.2 0.0 0.0 0.390
H 2.665912 -0.815002 0.263270 -0.2 0.3 0.0 1.013
H 2.710171 1.715323 1.186791 -0.2 -0.1 0.0 0.645
H -6.141043 0.972934 2.575089 0.2 -0.2 -0.3 0.428
H 2.051483 -4.536171 -1.676656 -0.3 0.1 -0.1 0.435
H 1.743125 2.886387 -0.869667 0.2 -0.1 -0.4 0.417
H -4.780682 1.961395 4.510771 0.3 -0.1 -0.2 0.459
H 0.269437 2.376340 -3.128501 -0.2 -0.2 0.0 0.443
H -0.491343 1.704450 4.179705 -0.5 -0.1 -0.2 0.236
H 0.214343 0.960590 -4.196464 -0.2 0.0 0.2 0.372
H -1.541235 -1.378407 -0.209506 -0.1 0.2 0.1 0.103
H 0.382804 -0.746616 3.971485 -0.2 0.2 -0.2 0.472
H -2.448160 2.359924 5.460244 -0.3 -0.1 -0.3 0.433
H 1.222701 -2.321343 1.950135 -0.1 0.2 0.0 0.618
H 0.306400 -5.284451 -3.308130 -0.1 0.7 0.3 0.411
H 5.811830 2.697030 -2.341071 -0.5 -0.2 0.2 0.401
H 5.450594 0.279799 -2.935949 -0.1 0.3 0.2 0.427
H -1.410239 -3.609913 -4.094339 0.2 0.0 0.3 0.412
H -1.210709 1.344187 -3.143134 0.2 0.2 -0.5 0.382
H 3.915403 3.980442 -1.284320 0.1 -0.3 0.0 0.433
H 3.261590 -0.788823 -2.580073 0.1 0.4 -0.1 0.331
H -1.306300 -1.267962 -3.331314 0.4 -0.2 -0.3 0.380
H -4.055304 -1.401842 -0.408120 -0.2 0.1 0.3 0.478
H 0.004712 1.934949 0.819634 0.0 0.4 -0.3 0.011
```
Positions in Å, forces in eV/Å.

The largest force on an atom comes out at 6.001 eV Å⁻¹. For the frontier orbital gap (alpha / beta), the calculation gives 6.815 / 5.654 eV. Its expectation value of S² is 3.762. As for the LUMO energy (alpha / beta): -6.6 / -8.6 eV. The net charge is +2. As for the spin multiplicity: 4.